Molecular formula: C4H11N3O3
Method: DFT, ωB97M-V with the def2-TZVPD basis set

Geometry as XYZ:
```
21
Properties=species:S:1:pos:R:3:nbo_charge:R:1
O -3.507 -0.305 1.397 -0.5193
O -3.172 0.797 -0.887 -0.3130
O 1.854 -1.894 -0.792 -0.7513
N -2.180 0.362 -0.265 -0.1626
N -2.170 -0.213 0.835 0.0326
N 0.552 0.792 -0.965 -0.4332
C 0.712 0.844 1.418 -0.6455
C 0.968 -1.267 0.169 -0.0607
C 1.196 0.922 -2.036 -0.0010
C 1.282 0.242 0.158 -0.1431
H 0.791 1.975 1.654 0.2287
H 1.496 -2.812 -1.013 0.4750
H -1.049 0.508 -0.645 0.3960
H 1.280 -1.831 0.973 0.1939
H 2.316 0.784 -2.006 0.1833
H 1.255 0.350 2.379 0.2086
H -4.007 0.174 0.698 0.4694
H 2.308 0.384 0.251 0.2086
H -0.148 -1.429 -0.137 0.1855
H 0.538 1.078 -2.910 0.1962
H -0.314 0.537 1.723 0.2520
```

Electronic energy in eV: -14929.8393
Kohn-Sham gap (alpha / beta) in eV: 6.870 / 8.312
2S+1: 3
<S²>: 2.007
LUMO energy (alpha / beta) in hartree: 0.0259 / -0.0651
HOMO level (alpha / beta) in eV: -6.16 / -10.08